Record 1
{
  "formula": "C6H11NO",
  "method": "ωB97M-V/def2-TZVPD",
  "homo_ev": -9.26,
  "largest_force_ev_per_a": 5.48,
  "total_charge": 0,
  "total_energy_ev": -9935.7449,
  "lumo_ev": 0.8361,
  "orbital_gap_ev": 10.10,
  "species": ["C", "C", "C", "N", "O", "H", "H", "H", "H", "H", "C", "C", "C", "H", "H", "H", "H", "H", "H"],
  "xyz": [[1.292, 2.036, -0.738], [0.571, 1.248, -1.533], [0.644, -0.391, -1.196], [0.011, -0.984, -2.248], [1.608, -0.918, -0.659], [1.249, 3.119, -0.821], [1.930, 1.607, 0.031], [0.017, 1.621, -2.385], [0.335, -1.901, -2.522], [-0.637, -0.514, -2.860], [-1.973, -0.476, 0.945], [-0.693, -0.107, 1.247], [0.114, -0.874, 2.256], [-2.684, 0.244, 0.554], [-2.354, -1.457, 1.208], [-0.452, 0.953, 1.180], [-0.091, -0.548, 3.280], [-0.068, -1.950, 2.176], [1.182, -0.710, 2.087]],
  "lowdin_charge": [-0.01, -0.07, -0.51, 0.13, 0.03, 0.06, 0.07, 0.08, 0.11, 0.09, 0.00, -0.26, -0.12, 0.05, 0.05, 0.08, 0.08, 0.08, 0.06]
}



Record 2
{
  "formula": "C13H28BFIN3O6P",
  "method": "ωB97M-V/def2-TZVPD",
  "homo_ev": -3.08,
  "largest_force_ev_per_a": 8.75,
  "total_charge": -1,
  "total_energy_ev": -51466.5930,
  "lumo_ev": 2.3950,
  "orbital_gap_ev": 5.48,
  "species": ["C", "C", "N", "C", "C", "P", "N", "C", "N", "C", "C", "O", "I", "B", "C", "O", "C", "C", "O", "H", "H", "H", "H", "H", "H", "H", "H", "H", "H", "H", "H", "H", "H", "H", "H", "H", "H", "H", "H", "H", "H", "H", "H", "H", "C", "C", "O", "C", "O", "O", "F", "H", "H", "H"],
  "xyz": [[4.420, -0.724, -0.301], [3.489, 0.629, 0.019], [2.387, 0.159, 0.935], [1.137, -0.280, 0.142], [0.170, 0.868, -0.368], [-1.619, 1.045, 0.169], [-2.034, 2.265, -1.071], [-2.067, -0.449, -0.997], [-2.326, -0.058, -2.426], [-1.509, -0.148, 1.664], [-2.962, -0.299, 2.481], [-4.012, -0.913, 1.866], [-3.335, 0.362, 4.532], [-1.258, 2.567, 1.344], [-0.955, 4.071, 0.665], [-1.191, 2.501, 2.810], [2.093, 1.070, 2.076], [2.286, 2.730, 2.003], [1.738, 0.625, 3.314], [5.125, -0.864, 0.647], [5.088, -0.600, -1.255], [3.714, -1.671, -0.353], [3.032, 0.954, -1.011], [4.223, 1.411, 0.490], [1.661, -0.758, -0.830], [0.744, -1.224, 0.692], [0.159, 0.820, -1.565], [0.689, 1.925, -0.160], [-3.052, 1.077, 0.494], [-3.032, 2.244, -1.356], [-1.362, 2.319, -1.852], [-3.029, -1.016, -0.598], [-1.198, -1.266, -1.019], [-1.520, 0.410, -2.892], [-3.230, 0.444, -2.570], [-1.366, -1.234, 1.185], [-0.596, 0.009, 2.368], [-1.965, 4.627, 0.468], [-0.373, 4.700, 1.497], [-0.232, 4.009, -0.253], [-1.981, 2.917, 3.263], [2.093, 3.171, 0.938], [1.648, 3.301, 2.802], [3.428, 2.949, 2.248], [-0.152, -5.153, -1.345], [-0.928, -4.895, -2.592], [-0.861, -3.494, -2.737], [0.319, -3.134, -2.158], [0.860, -2.053, -2.323], [0.827, -4.135, -1.377], [-2.224, -5.245, -2.435], [-0.759, -5.046, -0.440], [0.311, -6.144, -1.342], [-0.516, -5.377, -3.485]],
  "lowdin_charge": [-0.12, -0.23, -0.13, -0.20, -0.27, 0.42, -0.20, -0.37, -0.10, -0.30, -0.70, -0.22, 0.69, -0.49, -0.13, -0.08, -0.27, -0.05, -0.07, 0.08, 0.07, 0.08, 0.12, 0.12, 0.10, 0.12, 0.10, 0.08, 0.02, 0.04, 0.02, 0.10, 0.07, 0.04, 0.05, 0.09, 0.08, 0.06, 0.05, 0.05, 0.07, 0.07, 0.09, 0.08, -0.08, -0.33, 0.14, -0.50, 0.12, 0.07, 0.08, 0.15, 0.14, 0.17]
}



Record 3
{
  "formula": "C2H7N3",
  "method": "ωB97M-V/def2-TZVPD",
  "homo_ev": -8.14,
  "largest_force_ev_per_a": 1.57,
  "total_charge": 0,
  "total_energy_ev": -6651.7363,
  "lumo_ev": 0.6827,
  "orbital_gap_ev": 8.83,
  "species": ["C", "N", "N", "C", "N", "H", "H", "H", "H", "H", "H", "H"],
  "xyz": [[0.058, -1.486, 0.120], [-0.282, 0.534, -0.649], [-1.486, 1.064, -0.134], [1.580, 0.159, 0.457], [0.941, 1.070, -0.135], [-0.291, 0.665, -1.661], [-1.538, 0.793, 0.844], [-1.466, 2.082, -0.170], [2.584, 0.443, 0.800], [0.860, -2.127, -0.215], [-0.849, -1.669, -0.444], [-0.111, -1.528, 1.187]],
  "lowdin_charge": [0.02, -0.24, 0.02, -0.04, -0.10, 0.13, 0.07, 0.07, 0.04, 0.00, 0.01, 0.01]
}



Record 4
{
  "formula": "C2H4N4",
  "method": "ωB97M-V/def2-TZVPD",
  "homo_ev": [-7.82, -7.81],
  "largest_force_ev_per_a": 3.11,
  "total_charge": 0,
  "total_energy_ev": -8093.7194,
  "lumo_ev": [0.3444, 0.3442],
  "orbital_gap_ev": [8.16, 8.16],
  "species": ["C", "C", "N", "N", "N", "N", "H", "H", "H", "H"],
  "xyz": [[-0.080, -1.087, 0.342], [0.488, 0.876, -0.016], [-0.781, -0.194, -0.266], [-2.000, 0.201, -0.010], [0.477, -1.995, 0.930], [1.483, 0.864, -0.758], [-2.191, 0.935, -0.695], [0.472, -2.928, 0.523], [2.064, 1.699, -0.705], [0.067, 1.630, 0.656]],
  "lowdin_charge": [-0.21, -0.16, -0.20, -0.02, 0.20, 0.11, 0.01, 0.09, 0.07, 0.12]
}



Record 5
{
  "formula": "C63H89F11O13Zr",
  "method": "ωB97M-V/def2-TZVPD",
  "homo_ev": -8.37,
  "largest_force_ev_per_a": 4.96,
  "total_charge": 0,
  "total_energy_ev": -124563.9350,
  "lumo_ev": 0.2038,
  "orbital_gap_ev": 8.57,
  "species": ["Zr", "C", "O", "O", "C", "F", "F", "F", "C", "C", "H", "H", "H", "H", "H", "H", "C", "O", "O", "C", "F", "F", "F", "C", "C", "H", "H", "H", "H", "H", "H", "C", "C", "O", "H", "H", "H", "H", "H", "C", "C", "O", "H", "H", "H", "H", "H", "F", "C", "C", "C", "C", "C", "C", "H", "H", "H", "H", "H", "F", "C", "C", "C", "C", "C", "C", "H", "H", "H", "H", "H", "F", "C", "C", "C", "C", "C", "C", "H", "H", "H", "H", "H", "F", "C", "C", "C", "C", "C", "C", "H", "H", "H", "H", "H", "F", "C", "C", "C", "C", "C", "C", "H", "H", "H", "H", "H", "C", "C", "O", "C", "H", "H", "H", "H", "H", "H", "C", "C", "O", "C", "H", "H", "H", "H", "H", "H", "C", "C", "O", "C", "H", "H", "H", "H", "H", "H", "C", "C", "O", "C", "H", "H", "H", "H", "H", "H", "C", "C", "O", "C", "H", "H", "H", "H", "H", "H", "C", "C", "O", "C", "H", "H", "H", "H", "H", "H", "C", "C", "O", "C", "H", "H", "H", "H", "H", "H"],
  "xyz": [[-2.961, -0.853, 0.661], [-3.763, -3.229, -1.859], [-4.889, -3.637, -1.043], [-3.021, -2.333, -1.029], [-3.151, -4.508, -2.483], [-2.742, -5.413, -1.564], [-3.997, -5.130, -3.320], [-2.131, -4.262, -3.283], [-6.129, -4.010, -1.598], [-7.017, -4.020, -0.360], [-6.602, -4.421, 0.565], [-7.149, -2.969, -0.101], [-7.962, -4.501, -0.611], [-6.050, -5.041, -1.945], [-6.488, -3.272, -2.315], [-4.140, -2.675, -2.718], [-5.820, 0.005, -0.401], [-4.563, 0.111, -1.071], [-5.163, -0.397, 0.763], [-6.804, 1.154, -0.502], [-7.534, 1.126, -1.604], [-7.727, 1.061, 0.490], [-6.175, 2.325, -0.502], [-4.603, 0.444, -2.490], [-3.214, 0.624, -3.134], [-2.625, -0.291, -3.073], [-3.069, 0.862, -4.188], [-2.702, 1.443, -2.628], [-5.201, 1.311, -2.770], [-4.993, -0.413, -3.039], [-6.320, -0.793, -0.950], [-2.803, -1.028, 5.101], [-2.643, 0.155, 4.130], [-2.633, -0.238, 2.773], [-1.987, -1.744, 5.206], [-3.699, -1.632, 4.962], [-2.972, -0.577, 6.078], [-1.727, 0.693, 4.377], [-3.435, 0.874, 4.341], [1.358, 0.174, -0.212], [0.049, 0.267, -0.976], [-1.213, 0.160, -0.287], [2.117, 0.194, -0.994], [1.484, -0.765, 0.328], [1.473, 0.865, 0.623], [0.132, -0.621, -1.601], [0.086, 1.090, -1.690], [2.887, -6.589, -2.698], [2.726, -5.270, -2.740], [3.886, -4.485, -2.953], [3.734, -3.079, -2.980], [2.493, -2.473, -2.940], [1.345, -3.209, -2.800], [1.486, -4.636, -2.641], [4.908, -4.802, -3.103], [4.596, -2.436, -3.089], [2.485, -1.398, -3.042], [0.360, -2.774, -2.890], [0.658, -5.323, -2.541], [5.920, -0.415, -2.549], [6.023, 0.131, -1.277], [7.118, -0.119, -0.422], [7.153, 0.455, 0.814], [6.120, 1.355, 1.256], [5.038, 1.618, 0.378], [5.017, 0.980, -0.874], [7.875, -0.857, -0.640], [7.987, 0.219, 1.457], [6.164, 1.889, 2.194], [4.238, 2.290, 0.652], [4.220, 1.124, -1.587], [5.815, -4.937, 3.754], [5.197, -4.277, 2.771], [5.529, -2.982, 2.423], [4.846, -2.321, 1.379], [3.872, -3.047, 0.670], [3.538, -4.318, 1.021], [4.213, -4.939, 2.117], [6.269, -2.554, 3.084], [5.113, -1.345, 1.001], [3.358, -2.697, -0.213], [2.795, -4.782, 0.390], [4.007, -5.950, 2.436], [4.928, 3.327, 3.476], [4.571, 4.433, 4.114], [5.515, 5.130, 4.888], [5.197, 6.359, 5.520], [3.877, 6.785, 5.446], [2.888, 6.044, 4.776], [3.217, 4.831, 4.163], [6.497, 4.681, 4.932], [5.949, 6.977, 5.987], [3.678, 7.792, 5.784], [1.850, 6.340, 4.731], [2.575, 4.196, 3.571], [-1.172, 5.769, -1.420], [-1.200, 5.337, -2.707], [-1.216, 3.927, -2.882], [-1.057, 3.419, -4.183], [-1.071, 4.306, -5.245], [-1.201, 5.694, -5.061], [-1.234, 6.177, -3.785], [-1.209, 3.223, -2.063], [-0.886, 2.369, -4.369], [-1.022, 3.843, -6.220], [-1.269, 6.411, -5.866], [-1.155, 7.236, -3.589], [-3.308, 3.638, 2.443], [-3.416, 3.118, 1.052], [-3.104, 1.911, 0.820], [-3.773, 4.097, -0.068], [-2.968, 2.885, 3.154], [-4.349, 3.875, 2.660], [-2.605, 4.471, 2.475], [-3.647, 3.475, -0.955], [-3.010, 4.861, -0.220], [-4.794, 4.456, 0.053], [2.217, 2.902, -5.107], [2.362, 2.441, -3.689], [2.419, 1.249, -3.396], [2.646, 3.466, -2.636], [1.290, 3.446, -5.288], [2.249, 1.970, -5.671], [3.124, 3.440, -5.383], [1.881, 4.207, -2.401], [3.519, 4.027, -2.969], [2.998, 3.024, -1.704], [3.483, 0.962, 4.536], [3.426, -0.488, 5.026], [4.386, -1.199, 5.218], [2.106, -1.121, 5.175], [4.226, 1.361, 5.227], [2.540, 1.477, 4.722], [3.677, 1.082, 3.471], [2.161, -2.054, 4.615], [1.449, -0.395, 4.695], [1.859, -1.291, 6.223], [-3.811, -5.141, 1.967], [-4.269, -3.763, 2.294], [-3.757, -2.776, 1.770], [-5.408, -3.640, 3.312], [-3.081, -5.514, 2.685], [-3.478, -5.148, 0.929], [-4.684, -5.793, 1.960], [-5.497, -2.560, 3.433], [-5.058, -4.147, 4.211], [-6.404, -3.970, 3.017], [-0.635, -1.059, -7.835], [-0.540, -0.272, -6.522], [-1.258, 0.737, -6.375], [0.450, -0.706, -5.439], [-1.287, -0.515, -8.518], [-1.148, -1.989, -7.591], [0.351, -1.131, -8.295], [1.467, -0.522, -5.783], [0.330, -1.772, -5.249], [0.138, -0.128, -4.569], [0.128, 3.719, 0.898], [0.224, 3.585, 2.364], [-0.259, 4.400, 3.164], [0.668, 2.265, 2.942], [0.204, 2.724, 0.459], [1.027, 4.246, 0.578], [-0.807, 4.230, 0.670], [0.221, 1.470, 2.344], [0.450, 2.124, 4.000], [1.742, 2.149, 2.795], [-0.256, -4.316, 0.909], [-0.368, -3.041, 1.677], [-1.202, -2.182, 1.280], [0.481, -2.908, 2.911], [-0.841, -5.111, 1.372], [0.768, -4.678, 0.821], [-0.680, -4.205, -0.089], [0.740, -1.893, 3.212], [1.417, -3.405, 2.656], [-0.040, -3.478, 3.681]],
  "lowdin_charge": [2.10, -0.31, -0.13, -0.31, -0.57, 0.13, 0.14, 0.15, -0.25, -0.05, 0.06, 0.07, 0.08, 0.11, 0.13, 0.14, -0.35, -0.21, -0.28, -0.57, 0.16, 0.15, 0.17, -0.20, -0.05, 0.07, 0.07, 0.05, 0.12, 0.11, 0.15, -0.08, -0.37, -0.42, 0.06, 0.05, 0.06, 0.08, 0.09, -0.08, -0.35, -0.42, 0.05, 0.06, 0.04, 0.08, 0.08, 0.07, -0.30, 0.01, -0.08, -0.12, -0.06, 0.00, 0.11, 0.09, 0.09, 0.09, 0.10, 0.02, -0.23, -0.04, -0.09, -0.06, -0.06, -0.03, 0.12, 0.10, 0.08, 0.09, 0.08, 0.07, -0.32, 0.00, -0.03, -0.10, -0.09, 0.00, 0.12, 0.07, 0.09, 0.08, 0.12, 0.05, -0.29, -0.01, -0.07, -0.10, -0.06, 0.00, 0.11, 0.10, 0.10, 0.10, 0.08, 0.04, -0.26, 0.00, -0.09, -0.10, -0.07, -0.04, 0.10, 0.09, 0.10, 0.11, 0.12, 0.00, -0.41, -0.03, 0.00, 0.08, 0.10, 0.08, 0.07, 0.07, 0.09, 0.00, -0.47, 0.03, -0.01, 0.06, 0.08, 0.09, 0.08, 0.09, 0.06, -0.01, -0.49, 0.07, -0.02, 0.09, 0.05, 0.08, 0.07, 0.07, 0.11, 0.00, -0.41, -0.06, 0.01, 0.10, 0.08, 0.09, 0.09, 0.09, 0.09, -0.02, -0.44, 0.02, -0.01, 0.08, 0.08, 0.08, 0.09, 0.08, 0.07, 0.01, -0.48, 0.03, -0.03, 0.07, 0.10, 0.08, 0.08, 0.09, 0.05, 0.02, -0.36, -0.11, 0.02, 0.09, 0.06, 0.08, 0.07, 0.07, 0.11]
}